Record 1
Density functional theory data (wB97M-V/def2-TZVPD) for H18NaO10 as an isolated structure.

The geometry in XYZ format:
```
29
Properties=species:S:1:pos:R:3:forces:R:3
Na -1.672125 0.474226 -0.833153 -8.0 -0.6 -2.1
O -1.025275 2.073595 -0.183500 -6.3 5.3 -6.7
H -1.383949 2.295320 -1.064823 0.6 0.9 0.5
O -0.257942 -0.481926 -0.356396 1.8 7.7 6.5
H 0.122164 0.389691 -0.132070 0.5 1.9 -1.3
O -1.764192 -0.057717 1.449439 -3.2 0.1 0.2
H -2.085649 0.759267 1.830816 0.0 0.3 0.1
H -0.844964 0.116991 1.247646 -3.3 0.5 2.5
O -0.090030 0.333561 -2.213057 0.9 3.6 -6.7
H 0.184982 1.242671 -2.094213 0.4 0.3 -0.3
H 0.014028 -0.063634 -1.348393 2.1 0.7 -3.6
O 0.279729 1.723738 1.277259 2.3 3.4 6.8
H -0.253672 1.806469 0.486768 1.1 1.2 0.5
H 0.388712 0.780149 1.395574 2.3 2.2 2.4
O 1.779925 -0.937484 -0.296847 5.5 -6.9 -1.0
H 0.825435 -1.009545 -0.297635 3.4 -1.2 -1.1
H 1.950182 -0.003539 -0.419240 0.1 -2.0 -1.6
O -0.438746 -2.447568 0.407601 -0.1 -5.3 2.0
H -0.312901 -1.554243 0.087679 -0.8 -2.9 2.1
H 0.443792 -2.816520 0.442529 0.1 -0.4 0.0
O 1.858837 1.107407 -0.032018 3.6 5.7 -1.2
H 2.628483 0.990110 0.524870 0.1 0.0 0.5
H 1.541278 1.985321 0.179285 -0.7 0.7 0.6
O -1.371064 -1.541986 -1.582700 -5.5 -4.4 -5.3
H -0.726907 -1.043019 -1.080380 -2.6 -3.5 -4.1
H -1.467153 -2.363434 -1.100808 -0.2 -0.2 -0.1
O 0.471198 -0.415456 1.575508 3.7 -4.4 8.0
H 0.056645 -0.272988 0.724584 1.6 -3.0 2.6
H 1.149179 -1.069460 1.405673 0.5 0.1 0.0
```
Positions in Å, forces in eV/Å.

Results
* energy relative to the best compared isomer or geometry (same formula, charge and spin): 16.937 eV
* net charge: -1
* 2S+1: 1
* molar mass: 201.12 g mol⁻¹
* total energy: -25164.485 eV
* orbital gap: 7.47 eV

---

Record 2
Density functional theory data (wB97M-V/def2-TZVPD) for one molecule with the formula C18H13F6NO2.

The geometry in XYZ format:
```
40
Properties=species:S:1:pos:R:3:forces:R:3
O 3.486374 -0.958550 -1.695343 -0.1 -0.2 -0.9
F -2.343340 -0.603887 4.460696 0.2 1.7 -0.3
F -2.045044 1.640652 4.813883 -0.2 -1.4 -0.6
F -4.011026 0.726859 4.699657 0.6 0.2 -0.6
F -4.073496 2.955160 2.981565 1.5 -0.5 0.4
F -1.896442 3.152020 2.363618 -2.0 -1.1 0.3
F -3.521157 2.530482 1.002925 0.9 -0.5 0.2
O -3.659771 -0.054499 2.013971 -0.5 1.0 0.8
C 2.382941 -0.632765 -1.286272 1.7 -0.1 -0.3
C 0.325316 -0.083672 -4.392246 -0.6 -0.1 1.5
C -0.926108 0.276482 -3.813485 1.5 -0.1 0.4
C 1.365033 -0.436945 -3.555773 0.1 0.2 0.9
C -1.099389 0.366275 -2.430178 0.2 -0.4 0.0
C -1.326672 0.273126 0.596756 0.2 0.5 0.0
C -0.203982 0.361795 2.692891 0.9 0.0 1.2
C 1.205094 -0.385176 -2.144280 -1.0 0.3 -0.4
C -0.037241 0.000385 -1.566523 0.9 -0.2 -0.1
C -0.097255 0.040886 -0.074032 -1.2 -0.2 -0.3
C 1.068418 -0.160483 0.680127 0.2 0.8 0.6
C 0.994301 0.023804 2.076037 1.1 -0.4 0.4
C -1.387198 0.503479 1.986384 0.0 0.2 -0.7
N 2.305581 -0.384018 0.047939 -2.0 0.2 1.1
C 2.823693 1.459076 2.941398 -0.6 1.1 1.5
C -2.769378 0.679586 4.168152 -0.7 0.0 0.4
C -3.060269 2.395391 2.267675 -0.8 1.1 -1.1
C 2.295738 0.035493 2.938360 -1.1 0.0 -0.1
C -2.761536 0.905590 2.603828 1.4 -2.3 0.2
H -3.417759 -0.946761 2.349313 0.0 0.9 -0.2
H 0.485363 -0.084250 -5.453303 -0.2 0.0 -0.3
H -1.695765 0.526854 -4.501687 -0.8 0.3 -0.2
H 2.339577 -0.721374 -3.941699 -0.1 0.1 0.1
H -2.056297 0.692415 -1.992586 0.6 -0.2 -0.5
H -2.249481 0.345720 -0.003501 0.6 0.0 0.5
H -0.104663 0.485356 3.801398 -0.5 0.1 -1.1
H 3.152430 -0.528595 0.600804 -0.5 0.0 -0.5
H 2.015050 2.174617 3.291824 0.9 -0.8 -0.4
H 3.694695 1.653442 3.590668 -0.3 -0.4 -0.2
H 3.101402 1.756319 1.963909 0.2 0.4 -1.1
H 2.091753 -0.285285 3.963733 -0.3 0.1 -0.1
H 3.043290 -0.675726 2.600979 0.1 -0.1 -0.3
```
Positions in Å, forces in eV/Å.

Results
* structure (SMILES): CCc1cc(C(O)(C(F)(F)F)C(F)(F)F)cc2c1[nH]c(=O)c1ccccc12
* energy relative to the best compared isomer or geometry (same formula, charge and spin): 0.386 eV
* net charge: 0
* 2S+1: 1
* molar mass: 389.30 g mol⁻¹
* total energy: -40768.456 eV
* orbital gap: 8.75 eV

---

Record 3
Density functional theory data (wB97M-V/def2-TZVPD) for a 6-piece molecular cluster, H12O6 overall.

The geometry in XYZ format:
```
18
Properties=species:S:1:pos:R:3:forces:R:3
O -1.006412 1.516522 1.369329 0.3 -0.5 -0.3
H -1.164409 0.519692 1.311950 -0.2 1.2 0.5
H -1.582426 1.983670 1.973531 -0.3 -0.6 0.3
O 1.165215 -2.311807 0.992624 -0.8 -1.7 -1.0
H 1.311829 -2.125370 0.052232 0.2 0.4 0.6
H 1.568886 -1.679755 1.550718 0.9 1.2 0.3
O -1.324324 -1.148503 1.326451 0.4 -0.8 0.1
H -0.705285 -1.607813 0.713133 -0.5 0.5 0.1
H -1.121022 -1.608664 2.156527 -0.2 0.3 -0.2
O -0.458851 2.558161 -0.927153 1.6 0.8 -0.6
H -1.024401 2.420359 -0.171716 -0.5 -0.7 0.5
H -0.888556 2.357182 -1.745890 -0.7 -0.2 -0.3
O -0.333089 -1.240292 -1.453890 0.4 -0.7 -0.4
H -0.047675 -1.854243 -2.156270 -0.3 0.4 0.4
H 0.405527 -0.608356 -1.356912 -0.1 0.2 -0.1
O 1.717985 0.539907 -1.063294 0.7 1.5 -0.9
H 2.119203 0.911341 -1.887942 -0.3 -0.8 0.8
H 1.367810 1.377976 -0.683434 -0.4 -0.7 0.0
```
Positions in Å, forces in eV/Å.

Results
* structure (SMILES): O.O.O.O.O.O
* energy relative to the best compared isomer or geometry (same formula, charge and spin): 0.888 eV
* net charge: 0
* 2S+1: 1
* molar mass: 108.09 g mol⁻¹
* total energy: -12480.225 eV
* orbital gap: 11.31 eV

---

Record 4
Density functional theory data (wB97M-V/def2-TZVPD) for a 15-piece molecular cluster, C33H87BCl2F4N2O23 overall.

The geometry in XYZ format:
```
152
Properties=species:S:1:pos:R:3:forces:R:3
C 0.308470 2.109841 2.458577 -0.2 0.2 0.9
C -0.839700 1.978261 1.465247 1.0 0.6 0.1
N -0.591120 0.795661 0.703417 0.6 -4.3 -5.4
C -0.812490 -0.521439 1.064317 0.1 -0.9 -0.2
C -0.483260 -1.434029 0.046897 -0.1 2.9 1.0
N -0.059630 -0.629659 -1.019723 -0.9 1.4 1.3
C -0.142510 0.682761 -0.646243 -0.7 -0.7 2.1
C 0.391540 -1.101959 -2.326023 1.5 -0.2 -0.5
H 0.093560 1.502931 3.338107 -0.1 0.1 0.1
H 0.382840 3.148351 2.781147 0.2 -0.1 0.1
H 1.274550 1.734901 2.120617 -0.1 0.3 -0.5
H -0.836120 2.769651 0.715717 -0.2 0.3 0.3
H -1.799490 1.908201 1.977107 0.0 0.0 -0.2
H -1.227320 -0.728859 2.039667 0.1 -0.2 0.0
H -0.452690 -2.513369 0.069097 -0.1 0.2 -0.2
H 0.084270 1.514511 -1.296753 0.0 0.0 0.1
H 1.426540 -0.789279 -2.464243 0.2 0.0 0.3
H -0.074670 -0.720269 -3.234353 -0.9 0.2 0.6
H 0.420520 -2.190879 -2.364803 -0.4 0.1 0.3
B -3.719680 -1.821879 6.032457 -2.3 -0.4 0.1
F -2.457410 -1.507309 6.250127 3.7 1.0 -0.2
F -4.477220 -0.681559 5.758517 -0.4 0.8 -0.7
F -3.872680 -2.771619 5.021997 0.1 -0.5 -1.2
F -4.196810 -2.372149 7.186497 -1.1 -1.0 1.8
C -5.501270 -5.033259 -3.856443 0.9 1.9 1.3
C -4.411030 -5.984999 -3.421443 0.9 -1.4 1.0
C -4.664420 -7.248879 -4.219813 -0.3 0.4 -1.0
O -5.996920 -7.089219 -4.652773 -1.2 -1.5 -0.6
C -6.366740 -5.741879 -4.818923 0.4 -0.6 -0.3
H -5.014920 -4.180669 -4.330403 -0.3 0.3 0.2
H -6.064010 -4.701849 -2.983743 0.1 0.2 -0.1
H -4.491870 -6.326309 -2.389423 -0.1 0.6 0.3
H -3.385600 -5.640319 -3.554823 -0.1 0.2 -0.1
H -4.607570 -8.208219 -3.705493 0.0 0.2 0.3
H -3.997460 -7.311709 -5.079643 0.2 0.0 -0.3
H -7.425710 -5.630259 -4.586073 0.0 -0.1 -0.3
H -6.122010 -5.378919 -5.817153 -0.4 -0.2 -0.4
C 0.980640 -8.806449 -0.518883 -0.5 -1.2 -1.5
C 2.262710 -9.495659 -0.957513 -0.5 0.1 0.5
O 3.220270 -8.499569 -1.165483 1.1 0.6 0.3
O 0.935670 -8.304759 0.776367 0.8 0.4 0.7
H 0.212830 -9.577029 -0.587883 -0.3 -0.1 -0.4
H 0.819670 -8.048229 -1.285223 -0.4 0.3 0.0
H 2.170490 -10.011339 -1.913373 -0.9 -0.2 0.0
H 2.512840 -10.249659 -0.211173 0.5 0.0 0.3
H 4.012600 -8.911699 -1.517563 0.1 0.1 0.0
H 0.010350 -8.162259 0.988717 0.0 0.0 0.1
C 3.278750 -3.677669 5.732787 -1.0 -1.5 1.1
C 2.521100 -4.745769 4.895877 0.4 0.4 0.2
O 3.344460 -5.223119 3.847307 0.4 -0.1 -0.3
O 3.465500 -2.464219 5.077207 -0.3 0.2 -0.4
H 4.216050 -3.991199 6.192437 0.4 -0.8 -0.7
H 2.706280 -3.586059 6.655817 -0.6 0.8 -0.2
H 1.628610 -4.345089 4.415237 -0.2 0.7 0.4
H 2.168570 -5.598169 5.476607 0.2 0.1 0.6
H 2.766530 -5.780979 3.321577 0.3 -0.2 -0.3
H 3.757020 -2.750599 4.208527 0.2 0.4 -0.4
C 6.657870 0.174641 1.090477 0.5 -0.4 -1.5
C 5.420950 -0.098649 0.232427 -0.2 -0.5 1.4
O 4.932770 -1.355109 0.696217 -0.5 -0.7 0.0
O 7.634940 -0.760159 0.647387 0.8 0.2 -0.1
H 6.563290 0.022241 2.165627 -0.8 0.4 0.0
H 7.041440 1.169451 0.863897 0.2 0.0 0.2
H 5.648540 -0.280139 -0.817983 0.4 1.0 0.0
H 4.637420 0.639931 0.401747 0.0 0.2 -0.3
H 5.008990 -1.975989 -0.032003 -0.2 -0.2 0.1
H 7.278810 -1.643219 0.769797 -0.1 -0.1 0.2
C 7.438900 -4.162219 -3.775493 0.4 -0.2 1.0
C 5.998540 -4.486829 -4.008773 0.1 0.5 0.2
O 5.342570 -4.391739 -2.734503 -0.2 0.5 -0.2
O 7.981790 -5.114429 -2.874843 0.9 -0.4 -0.6
H 7.567300 -3.179409 -3.321953 -0.4 0.3 0.0
H 7.997630 -4.100539 -4.709363 0.2 -0.6 0.0
H 5.888110 -5.457529 -4.492143 -0.1 0.0 0.2
H 5.669970 -3.695519 -4.682533 -0.8 -0.1 0.0
H 4.938040 -5.197389 -2.404523 0.1 -0.2 -0.5
H 7.572680 -5.020879 -2.011433 -0.2 0.2 -0.1
C -2.069340 5.730171 -7.176253 1.2 -0.9 1.8
C -1.107290 4.524781 -7.365373 1.1 0.9 0.3
O -0.610600 3.944321 -6.101023 -1.5 0.0 -1.1
O -3.026740 5.377251 -6.202203 -1.6 0.0 -0.5
H -2.536420 6.057381 -8.105153 -0.2 -0.3 0.1
H -1.540810 6.567231 -6.720063 0.5 0.3 -0.5
H -0.191460 4.844781 -7.862323 -0.1 0.3 -0.5
H -1.574650 3.799731 -8.031683 0.0 -0.5 0.8
H -0.065690 4.594111 -5.651093 0.2 0.3 -0.2
H -2.622750 5.139191 -5.364513 0.4 -0.1 -0.2
C -3.828570 -8.187489 3.751417 -0.1 -0.4 -0.5
C -3.667850 -9.541599 3.014917 -0.4 1.1 0.5
O -4.135370 -9.482419 1.651707 1.2 -0.3 0.5
O -3.047950 -7.235099 3.080747 0.4 0.5 -1.0
H -3.438810 -8.155829 4.768857 -0.5 -0.9 0.4
H -4.882640 -7.912809 3.711477 -0.2 0.1 0.3
H -4.153810 -10.337689 3.578997 -0.2 0.0 0.0
H -2.597260 -9.736449 3.077887 0.0 -0.2 -0.9
H -5.078310 -9.324449 1.565027 -0.1 0.0 0.6
H -3.153900 -6.386249 3.516427 0.0 0.1 0.1
C 1.317080 6.283501 -1.890493 0.6 0.3 0.1
C 1.776110 7.235581 -2.970853 -0.3 0.3 -1.0
O 1.997400 6.576031 -4.236603 -0.1 -0.1 0.7
O 2.286070 5.291491 -1.618563 -0.3 -0.6 -0.1
H 0.361360 5.828971 -2.151473 0.2 -0.3 -0.2
H 1.139000 6.841421 -0.971183 -0.2 0.4 0.0
H 2.680110 7.785331 -2.708833 0.2 -0.2 0.4
H 1.013250 7.995351 -3.140833 -0.3 0.1 0.2
H 2.639680 7.114181 -4.705103 0.0 -0.1 -0.2
H 3.037000 5.714661 -1.195933 0.1 0.0 0.1
C -5.293880 1.506721 -3.493513 -0.3 1.9 -0.3
C -5.340420 2.301231 -2.133173 -0.5 -0.4 -1.2
O -4.574870 3.521941 -2.142133 0.1 -1.1 -0.2
O -5.930660 2.182681 -4.613423 -0.2 -0.5 0.9
H -5.828750 0.564931 -3.370833 0.0 0.1 0.1
H -4.285880 1.322381 -3.865043 0.4 -0.2 0.7
H -5.076350 1.574481 -1.364933 0.6 0.1 0.3
H -6.372540 2.567031 -1.904783 -0.3 -0.1 -0.3
H -4.767550 3.960291 -1.310063 0.0 0.2 0.0
H -5.586850 3.077221 -4.670023 0.2 0.1 0.1
C -6.066480 6.323481 2.903507 0.8 -0.3 -0.5
C -5.261620 7.518521 2.256917 -2.2 -1.2 0.7
O -4.347450 7.088951 1.236277 -0.7 0.4 1.0
O -7.164440 5.790191 2.156897 0.3 0.8 -0.7
H -6.441030 6.605911 3.887397 0.3 0.4 0.1
H -5.341320 5.518491 3.022817 0.2 -0.1 0.3
H -4.860020 8.030931 3.131137 1.0 -0.1 -0.1
H -6.032790 8.211231 1.919937 0.1 0.1 -0.7
H -4.080420 7.891661 0.782447 0.1 0.0 -0.2
H -7.656920 5.170091 2.699617 0.2 0.0 0.2
C -0.118970 9.992761 8.361087 0.7 -1.1 0.1
C 0.238310 8.555241 7.912607 1.2 1.2 0.2
O 1.662340 8.285861 8.070677 -0.6 0.2 -1.1
O 0.004130 9.961301 9.752277 -0.2 0.4 1.2
H -1.111290 10.328801 8.060317 -0.2 -0.3 -0.2
H 0.609600 10.733151 8.030757 0.1 -0.2 -0.9
H 0.014880 8.539761 6.845857 0.2 -0.6 0.0
H -0.287260 7.787831 8.480887 -0.5 0.3 -0.2
H 1.996370 8.358491 8.967747 -0.7 0.2 0.3
H -0.010540 10.883401 10.018947 0.0 -0.1 0.6
C 5.352320 7.997751 3.198707 1.8 0.9 -0.5
C 5.784900 8.012261 1.711307 -0.9 -1.0 1.8
O 5.922310 6.675101 1.272787 0.0 -0.1 -0.8
O 4.032660 7.662161 3.368777 -1.5 -0.3 -0.5
H 5.570830 9.020531 3.505747 -0.1 0.3 0.6
H 5.986400 7.308381 3.756207 0.4 0.0 0.0
H 6.730560 8.546171 1.617747 -0.2 0.3 -0.1
H 4.937630 8.482601 1.212287 0.3 0.0 -0.6
H 6.768460 6.359021 1.597947 0.0 -0.1 0.0
H 3.803960 7.568391 4.296417 0.2 0.1 0.0
C 0.670530 -6.362859 -8.021563 0.5 0.5 -0.6
Cl -0.322800 -4.923689 -7.935373 -0.7 0.5 -0.4
Cl 0.684950 -7.116119 -6.482563 0.2 -0.9 1.4
H 0.307220 -7.101649 -8.735913 0.0 0.5 -0.1
H 1.664480 -5.969769 -8.235203 -0.1 -0.5 -0.2
```
Positions in Å, forces in eV/Å.

Results
* net charge: 0
* 2S+1: 1
* molar mass: 1037.76 g mol⁻¹
* total energy: -122289.844 eV
* orbital gap: 8.14 eV

---

Record 5
Density functional theory data (wB97M-V/def2-TZVPD) for a 2-piece molecular cluster, C2H5NOS overall.

The geometry in XYZ format:
```
10
Properties=species:S:1:pos:R:3:forces:R:3
C -0.265377 1.677238 -0.207474 -0.2 0.1 -0.2
C 0.526002 1.349762 0.791521 0.2 0.0 0.2
N -0.161761 -1.445898 -0.901674 -0.6 0.5 0.9
O -0.338169 -3.564571 0.446567 -0.3 0.1 0.5
S -0.634688 -2.147242 0.350401 0.8 -0.4 -1.4
H -0.286276 1.106968 -1.121156 0.0 -0.1 -0.1
H -0.929096 2.524214 -0.154245 -0.1 0.2 0.1
H 0.555701 1.910795 1.710355 0.0 0.2 0.2
H 1.193362 0.506852 0.724895 0.1 -0.2 0.0
H 0.340302 -1.918118 -1.639190 0.1 -0.5 0.0
```
Positions in Å, forces in eV/Å.

Results
* energy relative to the best compared isomer or geometry (same formula, charge and spin): 2.423 eV
* net charge: 0
* 2S+1: 1
* molar mass: 91.13 g mol⁻¹
* total energy: -16525.959 eV
* orbital gap: 9.51 eV